# 1
{
  "formula": "C4H10N4",
  "method": "the ωB97M-V functional and the def2-TZVPD basis",
  "e_tot_ev": -10264.7157,
  "e_above_lowest_ev": 6.135,
  "gap_ev": 7.961,
  "elements": ["C", "C", "C", "C", "H", "H", "H", "H", "H", "H", "H", "H", "H", "H", "N", "N", "N", "N"],
  "positions_angstrom": [[0.45, -1.74, -0.41], [-1.15, 0.10, 0.45], [-0.26, 1.13, 0.58], [0.97, 1.51, -0.18], [0.61, -2.05, -1.52], [1.28, -0.92, 0.14], [0.04, -2.46, 0.59], [-1.66, -1.72, -0.71], [-2.04, 0.41, 2.29], [-2.66, -1.08, 1.32], [-0.35, 1.48, 1.64], [0.08, 0.63, -1.64], [1.96, 0.43, -1.91], [2.74, 1.89, -0.33], [-0.84, -0.99, -0.45], [-2.08, 0.01, 1.35], [0.97, 1.26, -1.58], [1.93, 2.12, 0.38]],
  "lowdin_charge": [-0.135, -0.502, -0.054, -0.637, 0.093, 0.140, 0.139, 0.164, 0.107, 0.219, 0.108, 0.059, 0.218, 0.077, -0.167, 0.074, 0.020, 0.075]
}

***

# 2
{
  "formula": "C3H3NO2",
  "method": "the ωB97M-V functional and the def2-TZVPD basis",
  "e_tot_ev": -8743.8777,
  "e_above_lowest_ev": 1.253,
  "gap_ev": 12.210,
  "elements": ["N", "C", "C", "O", "C", "O", "H", "H", "H"],
  "positions_angstrom": [[-2.64, 1.28, 0.00], [-1.75, 0.53, -0.03], [-0.64, -0.42, -0.06], [0.48, 0.19, -0.69], [1.64, 0.15, -0.01], [1.81, -0.36, 1.06], [-0.93, -1.31, -0.63], [-0.38, -0.72, 0.96], [2.41, 0.67, -0.60]],
  "lowdin_charge": [0.158, -0.164, -0.153, -0.021, -0.320, 0.084, 0.139, 0.126, 0.151]
}

***

# 3
{
  "formula": "C3H7NO2",
  "method": "the ωB97M-V functional and the def2-TZVPD basis",
  "s2": 0.7556,
  "multiplicity": 2,
  "e_tot_ev": -8798.7007,
  "e_above_lowest_ev": 2.312,
  "total_charge": 1,
  "gap_ev": [11.370, 6.442],
  "elements": ["O", "C", "C", "N", "C", "O", "H", "H", "H", "H", "H", "H", "H"],
  "positions_angstrom": [[-1.54, -0.19, -1.50], [-1.75, 0.06, -0.35], [-0.84, -0.56, 0.70], [0.55, -0.67, 0.27], [1.15, 0.40, -0.57], [2.16, 1.20, 0.05], [-2.57, 0.76, -0.08], [-1.36, -1.45, 1.08], [-0.67, 0.06, 1.61], [0.83, -1.63, 0.08], [1.36, -0.01, -1.55], [0.39, 1.18, -0.67], [2.29, 0.85, 0.94]],
  "lowdin_spin": [0.042, 0.040, 0.086, 0.652, 0.045, 0.046, 0.010, 0.000, 0.042, 0.016, 0.019, 0.001, 0.000]
}

***

# 4
{
  "formula": "C4H9O2",
  "method": "the ωB97M-V functional and the def2-TZVPD basis",
  "e_tot_ev": -8390.0985,
  "e_above_lowest_ev": 0.393,
  "total_charge": -1,
  "gap_ev": 7.550,
  "elements": ["C", "C", "O", "O", "H", "H", "H", "C", "C", "H", "H", "H", "H", "H", "H"],
  "positions_angstrom": [[1.24, -0.23, -2.12], [-0.23, -0.64, -1.73], [-0.44, -0.68, -0.50], [-0.99, -0.90, -2.68], [1.57, -1.09, -2.72], [1.82, -0.18, -1.20], [1.29, 0.65, -2.75], [0.02, 1.11, 3.82], [0.00, 0.92, 2.29], [0.12, 0.15, 4.32], [0.74, 1.86, 4.15], [-0.93, 1.51, 4.15], [-1.00, 1.14, 1.88], [0.62, 1.67, 1.79], [0.16, -0.10, 1.99]],
  "lowdin_charge": [-0.064, -0.802, -0.108, -0.117, 0.045, 0.045, 0.045, -0.182, -0.169, 0.051, 0.047, 0.043, 0.065, 0.057, 0.045]
}